1.
{
  "formula": "C15H11N7OS2Zn",
  "method": "ωB97M-V/def2-TZVPD",
  "species": ["Zn", "S", "C", "C", "N", "C", "S", "C", "N", "O", "C", "C", "N", "C", "C", "N", "C", "N", "N", "N", "C", "C", "C", "C", "C", "C", "H", "H", "H", "H", "H", "H", "H", "H", "H", "H", "H"],
  "positions_angstrom": [[-2.425, 10.120, -0.568], [-1.047, 8.217, -0.691], [0.377, 9.203, -0.643], [1.538, 8.433, -0.931], [2.417, 7.712, -1.128], [0.457, 10.569, -0.529], [-0.795, 11.725, -0.179], [1.760, 11.245, -0.545], [2.853, 11.608, -0.558], [-4.123, 9.652, -1.062], [-2.614, -3.835, 1.527], [-2.639, -4.807, 0.618], [-3.697, -5.656, 0.313], [-3.273, -6.365, -0.776], [-1.997, -6.102, -1.199], [-1.472, -5.122, -0.217], [-0.812, -4.081, -0.923], [0.668, -4.099, -0.665], [1.433, -5.052, -1.322], [2.624, -4.967, -0.939], [2.712, -4.077, 0.116], [3.805, -3.770, 0.900], [3.683, -2.821, 1.900], [2.360, -2.208, 2.047], [1.304, -2.570, 1.305], [1.461, -3.515, 0.273], [-3.875, 8.997, -1.891], [-1.614, -3.561, 1.974], [-3.575, -3.432, 1.984], [-3.911, -7.102, -1.248], [-1.372, -6.576, -1.935], [-1.059, -3.064, -0.551], [-0.940, -4.233, -2.002], [4.684, -4.469, 0.763], [4.433, -2.581, 2.603], [2.318, -1.415, 2.742], [0.356, -2.000, 1.440]],
  "e_tot_ha": -3612.4617,
  "charge": -2,
  "multiplicity": 1,
  "gap_ev": 5.00,
  "max_force_ev_per_a": 4.2,
  "homo_energy_ev": -1.2
}

=====

2.
{
  "formula": "C4H7NOS2",
  "method": "ωB97M-V/def2-TZVPD",
  "species": ["C", "C", "C", "C", "H", "H", "H", "H", "H", "H", "H", "N", "O", "S", "S"],
  "positions_angstrom": [[2.088, 0.465, 0.669], [1.457, -0.008, -0.612], [0.136, -0.745, -0.480], [-1.131, 0.142, -0.350], [2.227, -0.352, 1.349], [1.443, 1.194, 1.176], [3.020, 0.958, 0.400], [2.157, -0.660, -1.147], [1.248, 0.856, -1.239], [-1.958, -1.642, 0.074], [-3.613, 0.730, 0.999], [-2.212, -0.641, -0.184], [0.108, -1.924, -0.276], [-1.147, 1.797, -0.397], [-3.823, -0.171, 0.017]],
  "smiles": "CCC(=O)C(=S)NS",
  "e_tot_ha": -1082.9617,
  "multiplicity": 1,
  "gap_ev": 8.13,
  "max_force_ev_per_a": 2.4,
  "homo_energy_ev": -8.8
}

=====

3.
{
  "formula": "C6H14AgBCl2",
  "method": "ωB97M-V/def2-TZVPD",
  "species": ["C", "C", "C", "Cl", "B", "C", "C", "C", "Cl", "H", "H", "H", "H", "H", "H", "H", "H", "H", "H", "H", "H", "H", "H", "Ag"],
  "positions_angstrom": [[3.687, -0.833, 0.181], [2.595, -0.068, -0.544], [1.428, 0.518, 0.258], [1.300, -0.207, 1.927], [0.018, 0.417, -0.531], [-1.276, 0.858, 0.386], [-2.542, 0.296, -0.299], [-2.974, -1.084, 0.168], [-2.448, -2.412, -0.858], [3.271, -1.590, 0.838], [4.314, -0.175, 0.780], [4.333, -1.331, -0.539], [2.179, -0.693, -1.333], [3.069, 0.778, -1.043], [1.659, 1.562, 0.466], [-0.184, -0.706, -0.967], [0.078, 1.211, -1.481], [-1.273, 1.969, 0.440], [-1.228, 0.480, 1.408], [-3.485, 0.941, -0.117], [-2.421, 0.327, -1.379], [-4.056, -1.167, 0.181], [-2.593, -1.278, 1.166], [-3.451, 2.187, 0.891]],
  "e_tot_ha": -1329.0560,
  "multiplicity": 1,
  "gap_ev": 5.43,
  "max_force_ev_per_a": 2.7,
  "homo_energy_ev": -8.3
}

=====

4.
{
  "formula": "C4H7NOS2",
  "method": "ωB97M-V/def2-TZVPD",
  "species": ["C", "C", "C", "C", "H", "H", "H", "H", "H", "H", "H", "N", "O", "S", "S"],
  "positions_angstrom": [[1.287, 1.190, 1.978], [1.456, 0.765, 0.421], [-0.844, -0.806, 0.272], [-1.648, -1.065, -2.712], [2.339, 1.247, 2.307], [0.845, 0.446, 2.771], [0.698, 2.190, 1.706], [2.065, 1.650, 0.185], [1.968, -0.160, 0.230], [-0.480, -1.049, 1.302], [-2.106, -0.889, -3.812], [-1.953, -1.451, -0.001], [-0.747, -1.849, -2.635], [-0.111, 0.534, -0.620], [-2.770, -0.752, -1.391]],
  "smiles": "CCS/C=N\\SC=O",
  "e_tot_ha": -1082.8838,
  "multiplicity": 1,
  "gap_ev": 9.70,
  "max_force_ev_per_a": 3.6,
  "homo_energy_ev": -9.2
}

=====

5.
{
  "formula": "C9H14O",
  "method": "ωB97M-V/def2-TZVPD",
  "species": ["C", "C", "H", "H", "H", "H", "H", "H", "C", "C", "C", "C", "C", "C", "C", "O", "H", "H", "H", "H", "H", "H", "H", "H"],
  "positions_angstrom": [[0.484, 0.647, -3.435], [0.990, 1.009, -2.029], [1.159, -0.065, -3.922], [-0.442, 0.094, -3.331], [0.440, 1.571, -4.009], [0.180, 1.562, -1.546], [1.915, 1.584, -2.036], [1.025, 0.125, -1.385], [1.700, 0.662, 2.226], [0.523, -0.932, 0.625], [0.506, -0.058, 1.684], [-0.618, -1.542, 0.129], [-0.755, 0.285, 2.192], [-1.840, -1.126, 0.588], [-1.908, -0.258, 1.683], [-2.991, -1.544, -0.029], [1.479, -1.238, 0.213], [-0.544, -2.398, -0.521], [1.499, 1.100, 3.205], [1.954, 1.546, 1.631], [-0.866, 0.996, 3.005], [-2.857, -0.016, 2.145], [-3.602, -2.037, 0.522], [2.570, 0.032, 2.395]],
  "smiles": "Cc1ccc(O)cc1.CC",
  "e_tot_ha": -426.5509,
  "multiplicity": 1,
  "gap_ev": 9.57,
  "max_force_ev_per_a": 1.4,
  "homo_energy_ev": -8.7
}

=====

6.
{
  "formula": "C5H8O",
  "method": "ωB97M-V/def2-TZVPD",
  "species": ["C", "C", "C", "O", "C", "C", "H", "H", "H", "H", "H", "H", "H", "H"],
  "positions_angstrom": [[0.198, 0.062, 1.835], [0.238, 0.907, 0.589], [0.965, -1.312, -1.043], [0.456, -1.397, -2.133], [-0.694, 0.919, -0.331], [-1.537, 0.811, -1.319], [-0.642, -0.638, 1.813], [0.108, 0.687, 2.728], [1.124, -0.520, 1.937], [1.123, 1.526, 0.429], [1.907, -0.758, -0.876], [0.545, -1.809, -0.149], [-1.363, 0.048, -2.078], [-2.405, 1.449, -1.434]],
  "smiles": "C=C=CC.C=O",
  "e_tot_ha": -270.4567,
  "multiplicity": 1,
  "gap_ev": 10.58,
  "max_force_ev_per_a": 0.4,
  "homo_energy_ev": -9.7
}